Molecular formula: C10H20N3S
Method: DFT, ωB97M-V/def2-TZVPD

Geometry as XYZ:
```
34
Properties=species:S:1:pos:R:3:nbo_charge:R:1
C -1.89946 -0.38674 -0.46785 0.434
C -3.09850 -1.26544 -0.47102 -0.470
C -3.89139 -0.82937 0.74013 -0.400
C -4.16810 0.66975 0.64951 -0.401
C -2.96560 1.59840 0.52763 -0.384
C -2.14945 1.07624 -0.71649 -0.431
C 0.22578 0.25876 -0.43029 0.319
C 4.94706 0.33082 0.33235 -0.609
C 3.46611 0.92134 0.63262 -0.417
C 2.46876 1.05564 -0.53354 -0.221
N -0.69465 -0.79993 -0.44716 -0.487
N 2.49518 -2.35829 -0.43994 -1.059
N 1.45641 -0.07592 -0.28967 -0.513
S -0.48421 1.80857 -0.74081 0.346
H -3.57356 -1.13482 -1.49240 0.245
H -2.68899 -2.31745 -0.39440 0.248
H -4.80557 -1.30307 0.97387 0.244
H -3.25332 -1.04269 1.61131 0.209
H -4.88335 0.89890 -0.24165 0.207
H -4.53631 0.97339 1.52319 0.225
H -3.29117 2.64700 0.37058 0.241
H -2.25988 1.55715 1.43880 0.218
H -2.65912 1.29838 -1.67221 0.274
H 5.58838 1.02223 -0.25176 0.231
H 5.26824 0.05813 1.37597 0.227
H 4.85284 -0.69988 -0.13274 0.197
H 3.69170 1.82984 1.12269 0.225
H 2.97417 0.32868 1.35033 0.207
H 1.87786 1.98173 -0.42924 0.211
H 2.75956 0.93105 -1.62123 0.229
H 2.77703 -2.26252 -1.39770 0.391
H 1.50176 -2.66083 -0.50505 0.399
H 3.10552 -3.02650 0.02933 0.409
H 1.84623 -1.08254 -0.00316 0.457
```

The value obtained for the LUMO energy is -3.42 eV. Its HOMO energy is -13.216 eV. Its HOMO-LUMO gap is 0.3601 Ha. The calculation puts the total energy at -955.233170 a.u. The total charge is +1. The energy above the lowest of the compared OMol25 structures with the same formula, charge and spin is 1.1560 eV.